(1)
{"formula": "C12H34BKO6", "method": "ωB97M-V/def2-TZVPD", "orbital_gap_ev": 8.2, "elements": ["K", "B", "H", "H", "H", "H", "C", "O", "C", "C", "O", "C", "H", "H", "H", "H", "H", "H", "H", "H", "H", "H", "C", "O", "C", "C", "O", "C", "H", "H", "H", "H", "H", "H", "H", "H", "H", "H", "C", "O", "C", "C", "O", "C", "H", "H", "H", "H", "H", "H", "H", "H", "H", "H"], "positions_angstrom": [[9.12954, -15.30562, -21.79295], [10.51479, -16.31083, -23.97911], [11.22957, -15.45736, -23.51426], [9.61737, -15.71891, -24.52156], [11.15108, -16.95080, -24.79323], [10.12042, -17.02069, -23.10145], [13.08688, -11.31772, -17.74355], [13.30633, -12.66089, -18.10090], [12.93131, -13.00496, -19.42150], [11.42738, -12.97443, -19.65400], [11.05327, -13.50276, -20.89863], [11.54243, -12.79557, -22.02800], [13.58466, -10.63341, -18.44077], [13.47658, -11.18569, -16.73501], [12.02400, -11.05643, -17.69115], [13.27285, -14.02978, -19.58012], [13.45980, -12.36320, -20.14123], [11.03476, -11.95415, -19.53475], [10.96212, -13.58482, -18.87612], [12.57620, -13.05141, -22.26593], [11.40254, -11.71507, -21.91520], [10.95596, -13.13296, -22.88290], [11.36333, -17.73838, -20.40104], [10.03990, -17.34354, -20.11152], [9.82650, -17.15720, -18.73145], [8.55391, -16.37483, -18.54930], [8.77221, -15.06307, -19.04434], [7.78989, -14.17941, -18.55936], [11.41460, -18.12697, -21.41429], [11.74002, -18.49518, -19.70365], [12.04478, -16.87621, -20.35218], [10.65603, -16.61849, -18.25806], [9.73964, -18.13713, -18.24074], [8.35723, -16.36507, -17.46546], [7.67431, -16.83322, -19.01597], [6.77413, -14.48690, -18.83878], [7.98879, -13.19378, -18.97776], [7.82490, -14.09723, -17.46616], [6.09025, -17.36881, -21.75674], [6.52022, -16.04385, -21.97039], [5.42769, -15.19027, -22.33855], [5.85538, -14.08359, -23.25322], [6.93396, -13.24711, -22.86359], [6.81540, -12.65432, -21.60361], [5.89228, -17.87815, -22.70549], [5.18344, -17.40598, -21.13764], [6.87499, -17.90333, -21.22087], [4.95879, -14.84695, -21.41213], [4.70529, -15.78098, -22.91047], [4.96726, -13.45642, -23.45040], [6.13885, -14.45371, -24.23760], [7.80636, -12.38359, -21.23643], [6.37523, -13.30995, -20.84585], [6.19659, -11.74707, -21.65451]], "lowdin_charge": [0.73, -0.48, -0.07, -0.06, -0.05, -0.11, -0.11, -0.18, -0.20, -0.22, -0.26, -0.09, 0.09, 0.09, 0.08, 0.13, 0.12, 0.12, 0.13, 0.10, 0.10, 0.08, -0.09, -0.24, -0.21, -0.20, -0.24, -0.10, 0.09, 0.09, 0.10, 0.14, 0.14, 0.13, 0.13, 0.09, 0.08, 0.10, -0.10, -0.27, -0.20, -0.18, -0.18, -0.11, 0.10, 0.10, 0.09, 0.12, 0.13, 0.14, 0.14, 0.09, 0.07, 0.10]}

(2)
{"formula": "C12H34CdFN4O3P", "method": "ωB97M-V/def2-TZVPD", "charge": 2, "orbital_gap_ev": 5.0, "elements": ["Cd", "C", "O", "C", "C", "N", "H", "H", "C", "C", "O", "C", "H", "H", "H", "H", "H", "H", "H", "H", "H", "H", "H", "H", "H", "H", "F", "O", "P", "N", "C", "C", "N", "C", "C", "N", "C", "C", "H", "H", "H", "H", "H", "H", "H", "H", "H", "H", "H", "H", "H", "H", "H", "H", "H", "H"], "positions_angstrom": [[-3.00049, 0.43825, -1.16286], [2.75118, -5.64968, 1.22575], [1.73197, -4.66457, 1.17273], [2.14561, -3.39182, 1.63252], [1.15556, -2.43612, 1.00840], [-0.28385, -2.74406, 1.23749], [-0.85937, -2.05543, 0.72140], [-0.56196, -3.65335, 0.86178], [-0.66565, -2.55551, 2.68166], [-2.11410, -2.89444, 2.88725], [-2.38832, -4.06098, 2.15557], [-3.72940, -4.52996, 2.34119], [2.36762, -6.56697, 0.77743], [2.93772, -5.94600, 2.26435], [3.68490, -5.40330, 0.71958], [3.15104, -3.08998, 1.32540], [2.10412, -3.39777, 2.72871], [1.25666, -2.32389, -0.07505], [1.36620, -1.38355, 1.23636], [-0.39988, -1.54404, 2.96938], [-0.12223, -3.30744, 3.25568], [-2.74302, -2.07356, 2.50747], [-2.32186, -3.07419, 3.94744], [-3.85911, -4.60492, 3.42538], [-3.84624, -5.48298, 1.84144], [-4.46951, -3.80668, 1.98733], [-1.73747, -0.80936, -0.19263], [-1.69255, 2.02240, -1.46655], [-0.38536, 2.77970, -1.55619], [0.80736, 1.99558, -2.36712], [2.06134, 2.63805, -2.76472], [0.81086, 0.53043, -2.49138], [0.19383, 3.14151, -0.04222], [-0.16629, 2.29227, 1.08593], [1.32061, 4.05277, 0.16248], [-0.52109, 4.25296, -2.33325], [-1.08655, 5.42967, -1.64649], [-0.75697, 4.24763, -3.77280], [2.87833, 2.47650, -2.05392], [1.95670, 3.69949, -2.96353], [2.43435, 2.13055, -3.65656], [1.74923, 0.20085, -2.92186], [-0.03462, 0.24122, -3.12123], [0.66057, 0.02259, -1.53306], [0.48763, 2.49701, 1.93029], [-1.20330, 2.42771, 1.40232], [-0.03851, 1.23008, 0.83960], [2.27757, 3.52649, 0.17196], [1.40045, 4.74148, -0.67792], [1.23026, 4.64902, 1.06791], [-0.91458, 6.35905, -2.17839], [-2.13824, 5.34575, -1.35966], [-0.56630, 5.42323, -0.68561], [0.02754, 4.85244, -4.23667], [-1.75483, 4.54456, -4.09358], [-0.58758, 3.26135, -4.21894]], "lowdin_charge": [1.53, -0.08, -0.19, -0.20, -0.12, 0.06, 0.10, 0.18, -0.08, -0.23, -0.20, -0.05, 0.10, 0.10, 0.10, 0.14, 0.13, 0.13, 0.13, 0.14, 0.14, 0.13, 0.14, 0.10, 0.10, 0.09, -0.59, -0.44, 0.56, -0.30, -0.08, -0.08, -0.30, -0.10, -0.09, -0.30, -0.07, -0.10, 0.09, 0.08, 0.09, 0.09, 0.08, 0.05, 0.09, 0.08, 0.05, 0.09, 0.08, 0.10, 0.10, 0.09, 0.06, 0.10, 0.09, 0.08]}

(3)
{"formula": "C12H34F9O17Pt2S3", "method": "ωB97M-V/def2-TZVPD", "charge": 1, "multiplicity": 5, "orbital_gap_ev": [6.4, 5.2], "s_squared": 6.01, "elements": ["Pt", "Pt", "C", "F", "F", "F", "S", "O", "O", "O", "C", "F", "F", "F", "S", "O", "O", "O", "C", "F", "F", "F", "S", "O", "O", "O", "O", "H", "H", "O", "H", "H", "O", "H", "H", "O", "H", "H", "O", "H", "H", "C", "C", "C", "O", "H", "H", "H", "H", "H", "H", "H", "H", "C", "C", "C", "O", "H", "H", "H", "H", "H", "H", "H", "H", "C", "C", "C", "O", "H", "H", "H", "H", "H", "H", "H", "H"], "positions_angstrom": [[-16.38974, 5.22144, 1.32410], [-16.62379, 10.55616, 0.53965], [-13.19416, 8.40500, 2.69576], [-12.61420, 7.43924, 3.41382], [-12.88015, 9.54053, 3.24994], [-12.84435, 8.29437, 1.42108], [-15.06676, 8.10100, 2.75262], [-15.53761, 8.41279, 4.07249], [-15.57766, 9.09308, 1.79098], [-15.31606, 6.72527, 2.35110], [-20.40874, 7.80894, 1.62626], [-20.69562, 6.56463, 1.90558], [-20.74926, 8.12514, 0.39402], [-21.09696, 8.57364, 2.44944], [-18.55283, 8.06912, 1.86540], [-18.28430, 9.26404, 0.99804], [-18.27776, 8.31486, 3.25894], [-18.04798, 6.78421, 1.37657], [-14.74266, 7.33058, -2.28596], [-14.80560, 7.87430, -3.47581], [-14.43319, 6.04237, -2.42833], [-13.80065, 7.91266, -1.55253], [-16.40915, 7.45093, -1.42147], [-16.41733, 6.31774, -0.49070], [-16.46418, 8.78726, -0.83810], [-17.32049, 7.20864, -2.50111], [-16.87437, 11.20494, -1.64809], [-17.48376, 10.75594, -2.25423], [-16.71343, 12.07693, -2.03908], [-14.28405, 4.80973, 0.31259], [-13.45048, 4.70870, 0.79548], [-14.22350, 4.17934, -0.43937], [-11.07492, 7.54643, -0.74402], [-11.74470, 6.85297, -0.74701], [-11.08882, 7.89686, 0.15575], [-12.17021, 10.37541, -0.74937], [-12.15379, 9.40609, -0.72225], [-11.35257, 10.65004, -0.32060], [-19.58195, 7.74094, -4.14218], [-20.14970, 8.43492, -3.79174], [-18.87232, 7.63841, -3.48854], [-11.07344, 2.94156, -1.07863], [-12.34003, 2.10259, -1.31720], [-12.93137, 1.53924, -0.03350], [-13.37600, 2.92993, -1.87680], [-11.05352, 3.75084, -1.81339], [-10.08101, 2.50112, -1.14074], [-11.19142, 3.38118, -0.08170], [-12.05413, 1.32611, -2.02937], [-12.12921, 1.06664, 0.52933], [-13.71117, 0.81592, -0.27264], [-13.44195, 2.31892, 0.53126], [-13.13450, 3.45644, -2.64703], [-17.55506, 3.40472, -5.85192], [-16.00662, 3.38825, -5.89692], [-15.44563, 3.32327, -4.48121], [-15.63621, 2.22066, -6.61378], [-18.04949, 2.58346, -5.33283], [-17.97421, 3.52116, -6.85409], [-17.96016, 4.32043, -5.39759], [-15.73220, 4.31187, -6.40236], [-14.39024, 3.03411, -4.52235], [-15.81948, 2.51266, -3.84720], [-15.65439, 4.28518, -4.01665], [-15.90966, 1.47659, -6.06800], [-11.45777, 11.58185, -5.86102], [-11.56498, 10.57058, -4.73019], [-12.10472, 9.21748, -5.20961], [-10.31266, 10.32930, -4.10937], [-11.58698, 12.61071, -5.50406], [-12.19164, 11.46175, -6.65754], [-10.44870, 11.63867, -6.28223], [-12.32410, 11.03407, -4.08102], [-11.53864, 8.91076, -6.08755], [-13.13664, 9.41160, -5.51950], [-12.15806, 8.47503, -4.41736], [-9.87607, 11.18994, -4.07530]], "lowdin_charge": [1.39, 1.40, -0.65, 0.15, 0.21, 0.13, 0.58, -0.22, -0.44, -0.42, -0.69, 0.18, 0.17, 0.18, 0.61, -0.44, -0.24, -0.41, -0.65, 0.19, 0.14, 0.15, 0.60, -0.43, -0.41, -0.24, -0.09, 0.10, 0.10, -0.11, 0.08, 0.05, -0.04, 0.02, 0.03, -0.06, -0.03, 0.04, -0.06, 0.03, -0.03, -0.04, -0.45, -0.04, -0.09, 0.08, 0.09, 0.07, 0.14, 0.09, 0.09, 0.06, 0.08, -0.07, -0.47, -0.07, -0.05, 0.08, 0.08, 0.07, 0.14, 0.07, 0.08, 0.07, 0.09, -0.07, -0.51, -0.05, -0.04, 0.08, 0.08, 0.08, 0.12, 0.09, 0.07, 0.06, 0.09]}

(4)
{"formula": "C12H36Ba2NO9", "method": "ωB97M-V/def2-TZVPD", "charge": 3, "orbital_gap_ev": 6.4, "elements": ["Ba", "Ba", "N", "O", "O", "O", "C", "C", "O", "H", "H", "H", "H", "H", "H", "C", "C", "O", "H", "H", "H", "H", "H", "H", "C", "C", "O", "H", "H", "H", "H", "H", "H", "C", "C", "O", "H", "H", "H", "H", "H", "H", "C", "C", "O", "H", "H", "H", "H", "H", "H", "C", "C", "O", "H", "H", "H", "H", "H", "H"], "positions_angstrom": [[-1.87210, 6.42270, -2.28426], [-7.03861, 3.50301, -2.72554], [-4.40914, 5.30867, -4.87387], [-5.25804, 4.40181, -4.69876], [-4.69295, 6.32775, -5.51981], [-3.20753, 5.23680, -4.48455], [-8.89207, 3.74579, -6.96515], [-8.45050, 4.96920, -6.16572], [-8.65407, 4.74066, -4.73534], [-8.20297, 2.90016, -6.88899], [-8.96520, 4.08474, -7.99870], [-9.83551, 3.24514, -6.73670], [-8.98803, 5.82153, -6.57414], [-7.38327, 5.07800, -6.35162], [-8.90682, 5.60313, -4.37469], [-8.01271, 8.45321, -4.64856], [-6.91788, 9.02647, -5.59262], [-6.82417, 8.19968, -6.73960], [-7.96847, 9.05029, -3.73012], [-7.80238, 7.40573, -4.41215], [-9.00423, 8.68952, -5.03185], [-5.96551, 8.85348, -5.07031], [-7.08606, 10.07308, -5.83272], [-6.16986, 7.53056, -6.54663], [-0.58235, 6.32565, -6.40318], [0.60586, 6.04834, -5.52699], [0.20557, 6.15057, -4.14218], [-1.11475, 7.25684, -6.21539], [-1.33378, 5.53540, -6.37769], [-0.27285, 6.40373, -7.44699], [1.46500, 6.69806, -5.71479], [1.04470, 5.07328, -5.75414], [1.00737, 5.97472, -3.62659], [-4.85014, 1.43604, -6.33400], [-5.79848, 0.61043, -5.53061], [-6.80077, 1.43173, -4.83764], [-4.28538, 2.12285, -5.70416], [-5.42567, 1.96339, -7.09613], [-4.16397, 0.78751, -6.87873], [-5.34002, -0.08793, -4.82822], [-6.38815, -0.06115, -6.15832], [-7.66000, 1.16594, -5.18024], [-2.84936, 10.48680, -3.25015], [-2.28398, 9.66628, -4.40148], [-2.40654, 8.25802, -4.18194], [-2.70714, 11.56722, -3.27822], [-2.47087, 10.21283, -2.25930], [-3.93764, 10.38085, -3.25818], [-1.26189, 9.94020, -4.66424], [-2.86683, 9.95630, -5.27780], [-3.07369, 7.89671, -4.79003], [-0.87960, 1.43959, -5.37644], [-0.18012, 2.58169, -4.62969], [0.31508, 2.03946, -3.40044], [-1.48939, 0.88594, -4.65513], [-0.13319, 0.67017, -5.57136], [-1.45823, 1.87840, -6.18438], [-0.84775, 3.44939, -4.57548], [0.66667, 2.83632, -5.27540], [0.46711, 2.80003, -2.83139]], "lowdin_charge": [1.98, 1.96, -0.55, -0.19, 0.05, -0.20, -0.06, -0.25, -0.26, 0.06, 0.10, 0.09, 0.13, 0.10, 0.06, -0.07, -0.28, -0.07, 0.07, 0.04, 0.09, 0.09, 0.12, 0.03, -0.06, -0.26, -0.27, 0.07, 0.07, 0.10, 0.13, 0.11, 0.09, -0.07, -0.26, -0.24, 0.06, 0.09, 0.10, 0.12, 0.13, 0.08, -0.06, -0.27, -0.31, 0.10, 0.07, 0.08, 0.13, 0.13, 0.06, -0.07, -0.33, -0.06, 0.07, 0.09, 0.07, 0.08, 0.11, 0.06]}

Strongest force on any atom, record by record: 0.0259 0.0623 0.0805 0.0535 Eh/bohr